Entry a
A single C3H6O molecule, computed with ωB97M-V/def2-TZVPD.

Positions of all 10 atoms, in Å:
C: 0.783 0.951 0.398
C: -0.043 -0.307 0.565
C: -0.763 -0.801 -0.673
O: -0.121 -0.887 1.626
H: 1.385 1.126 1.291
H: 1.431 0.878 -0.482
H: 0.117 1.808 0.240
H: -0.030 -1.191 -1.390
H: -1.462 -1.596 -0.408
H: -1.296 0.018 -1.168

The value obtained for the HOMO-LUMO gap is 10.65 eV. Its molar mass is 58.08 g mol⁻¹. Its structure (SMILES) is CC(C)=O. As for the HOMO energy: -9.689 eV. As for the spin multiplicity: 1. The total charge is 0.


Entry b
2 unconnected molecules or ions with the total composition C3H6O, computed with ωB97M-V/def2-TZVPD.

Positions of all 10 atoms, in Å:
C: -1.768 0.873 0.289
C: 0.214 -1.011 -0.145
C: 1.267 0.057 -0.124
O: 1.040 1.240 0.034
H: -1.340 1.385 1.184
H: -0.818 -0.545 0.015
H: -1.520 1.602 -0.520
H: 0.394 -1.757 0.645
H: 0.215 -1.543 -1.110
H: 2.314 -0.301 -0.267

The value obtained for the HOMO-LUMO gap (alpha / beta) is 8.52 / 8.52 eV. Its molar mass is 58.08 g mol⁻¹. As for the HOMO energy (alpha / beta): -9.089 / -9.084 eV. As for the spin multiplicity: 1. The total charge is 0.


Entry c
A single C3H6O molecule, computed with ωB97M-V/def2-TZVPD.

Positions of all 10 atoms, in Å:
C: -1.246 0.194 0.113
C: 0.002 -0.579 -0.246
C: 1.316 0.055 0.068
O: 0.792 -0.985 0.847
H: -2.013 -0.346 0.690
H: -1.706 0.563 -0.805
H: -0.921 1.046 0.724
H: 0.334 -0.787 -1.245
H: 2.216 -0.258 -0.476
H: 1.227 1.097 0.330

The value obtained for the HOMO-LUMO gap is 10.99 eV. Its molar mass is 58.08 g mol⁻¹. Its structure (SMILES) is C[C@H]1CO1. As for the HOMO energy: -9.788 eV. As for the spin multiplicity: 1. The total charge is 0.


Which is more stable than every other structure shown? entry a is more stable than every other one.